(1)
Computed, not measured: a molecular structure, C43H36ClN5O6PSV, with wB97M-V/def2-TZVPD.

```
94
C43H36ClN5O6PSV | the OMol25 dataset | wB97M-V/def2-TZVPD
V -0.184 -0.736 0.396
C -3.946 -2.655 1.228
C -2.540 -2.558 0.707
O -2.047 -1.409 0.688
C -1.842 -3.718 0.228
C -2.502 -4.969 0.191
C -1.899 -6.077 -0.335
C -0.591 -5.962 -0.844
C 0.082 -4.772 -0.824
C -0.521 -3.611 -0.287
O 0.149 -2.504 -0.286
H -4.260 -1.674 1.571
H -4.006 -3.374 2.045
H -4.622 -2.992 0.439
H -3.510 -5.050 0.576
H -2.414 -7.027 -0.363
H -0.107 -6.836 -1.262
H 1.090 -4.677 -1.205
N -3.311 1.157 -0.581
C -3.121 1.438 -1.927
C -4.065 2.253 -2.569
C -4.010 2.480 -3.926
C -3.018 1.883 -4.701
C -2.074 1.096 -4.075
C -2.080 0.893 -2.692
P -0.774 -0.169 -1.996
C 0.813 0.429 -2.661
C 0.975 1.728 -3.138
C 2.231 2.183 -3.514
C 3.336 1.351 -3.405
C 3.187 0.069 -2.894
C 1.936 -0.386 -2.508
C -1.176 -1.718 -2.892
C -0.303 -2.404 -3.725
C -0.694 -3.598 -4.320
C -1.956 -4.118 -4.085
C -2.839 -3.430 -3.262
C -2.453 -2.237 -2.674
H -3.698 1.932 -0.062
H -2.511 0.790 -0.089
H -4.857 2.695 -1.975
H -4.754 3.116 -4.390
H -2.984 2.030 -5.772
H -1.302 0.624 -4.672
H 0.126 2.396 -3.190
H 2.342 3.194 -3.885
H 4.315 1.706 -3.700
H 4.048 -0.574 -2.771
H 1.842 -1.365 -2.053
H 0.687 -2.014 -3.921
H -0.002 -4.120 -4.969
H -2.256 -5.051 -4.545
H -3.832 -3.822 -3.080
H -3.158 -1.698 -2.047
N 3.956 5.852 2.074
C 2.863 5.054 1.805
C 1.799 4.980 2.712
C 0.693 4.204 2.433
C 0.633 3.487 1.243
C 1.672 3.569 0.323
C 2.782 4.342 0.603
S -0.788 2.557 0.823
O -1.931 3.186 1.428
O -0.752 2.402 -0.611
N -0.649 1.028 1.382
C -0.489 0.672 2.684
N -0.517 1.521 3.706
C -0.380 0.979 4.913
C -0.236 -0.383 5.126
C -0.175 -1.178 3.994
N -0.280 -0.667 2.778
H 4.107 6.130 3.027
H 4.795 5.685 1.548
H 1.847 5.542 3.638
H -0.131 4.148 3.130
H 1.608 3.015 -0.606
H 3.593 4.402 -0.114
H -0.388 1.671 5.748
H -0.142 -0.797 6.118
H -0.008 -2.248 4.057
Cl 4.412 1.897 6.236
C 3.868 1.071 4.800
C 3.520 1.814 3.687
C 3.060 1.153 2.556
C 2.972 -0.230 2.537
C 3.349 -0.959 3.662
C 3.790 -0.313 4.804
C 2.457 -0.982 1.344
O 2.738 -2.152 1.191
O 1.690 -0.293 0.515
H 3.595 2.892 3.707
H 2.761 1.717 1.685
H 3.294 -2.039 3.626
H 4.073 -0.868 5.688
```

Computed properties:
**Multiplicity**: 3
**M**: 868.2 g mol⁻¹
**Frontier orbital gap (spin up / spin down)**: 7.74 / 7.46 eV

---

(2)
Computed, not measured: 3 unconnected molecules or ions with the total composition C11H23N4O3S in a non-equilibrium geometry, with wB97M-V/def2-TZVPD.

```
42
C11H23N4O3S | the OMol25 dataset | wB97M-V/def2-TZVPD
C -5.136 -1.923 -0.394
C -4.150 -2.600 -1.348
O -4.278 -4.018 -1.319
C -2.712 -2.127 -1.158
N -2.025 -2.757 -0.039
N -2.047 -4.075 0.303
C -1.275 -4.223 1.391
N -1.035 -5.354 2.050
N -0.744 -3.041 1.746
C -1.220 -2.180 0.857
S -0.782 -0.485 0.931
H -4.697 -1.686 0.568
H -5.986 -2.586 -0.287
H -5.531 -1.038 -0.872
H -4.425 -2.290 -2.348
H -4.570 -4.251 -0.433
H -2.144 -2.248 -2.072
H -2.746 -1.071 -0.928
H -2.539 -4.788 -0.211
H -0.633 -5.263 2.964
H -1.241 -6.267 1.695
H -1.240 -0.219 2.163
C 1.858 2.974 -2.323
C 1.679 1.483 -2.208
O 1.178 0.830 -3.096
C 2.146 0.823 -0.934
H 1.475 3.303 -3.288
H 1.312 3.482 -1.528
H 2.912 3.230 -2.249
H 1.603 1.236 -0.084
H 3.213 0.986 -0.788
H 1.953 -0.247 -1.000
C 5.439 4.459 1.167
C 3.957 4.244 0.995
O 3.520 3.481 0.162
C 3.043 5.025 1.905
H 5.982 3.842 0.455
H 5.688 5.506 0.993
H 5.741 4.184 2.179
H 3.197 6.095 1.760
H 3.249 4.774 2.946
H 2.008 4.782 1.678
```

Computed properties:
**Net charge**: +1
**M**: 291.4 g mol⁻¹
**Frontier orbital gap**: 8.15 eV

---

(3)
Computed, not measured: a molecular structure, C30H67Cl29O3P2S2Si2 in a non-equilibrium geometry, with wB97M-V/def2-TZVPD.

```
135
C30H67Cl29O3P2S2Si2 | the OMol25 dataset | wB97M-V/def2-TZVPD
C 9.122 -2.998 1.620
C 8.014 -2.373 0.771
C 8.444 -2.097 -0.684
C 8.444 -0.607 -1.031
C 7.049 -0.001 -1.180
C 7.133 1.499 -1.531
C 6.111 2.389 -0.821
C 4.712 2.317 -1.441
C 3.686 3.198 -0.703
C 2.512 2.435 -0.073
C 1.972 3.114 1.192
C 0.522 2.775 1.522
C -0.503 3.491 0.640
C -1.878 3.600 1.333
C -3.100 3.315 0.458
C -3.104 1.896 -0.147
Si -3.961 0.602 0.850
O -4.016 -0.789 -0.052
Si -5.299 -1.478 -0.756
Cl -5.889 -3.136 0.283
P -4.620 -2.177 -2.808
O -5.234 -1.182 -3.925
O -5.456 -3.521 -3.084
S -2.715 -2.350 -2.858
P -2.816 -0.017 2.721
S -1.569 -1.464 2.260
H 9.600 -3.821 1.080
H 8.746 -3.373 2.574
H 9.904 -2.265 1.840
H 7.147 -3.041 0.785
H 7.714 -1.424 1.227
H 9.465 -2.473 -0.810
H 7.796 -2.635 -1.383
H 8.972 -0.446 -1.975
H 8.998 -0.070 -0.248
H 6.557 -0.535 -2.002
H 6.451 -0.152 -0.272
H 6.987 1.627 -2.611
H 8.143 1.848 -1.286
H 6.078 2.153 0.250
H 6.444 3.431 -0.914
H 4.818 2.680 -2.472
H 4.367 1.281 -1.516
H 4.212 3.746 0.090
H 3.282 3.948 -1.392
H 1.702 2.356 -0.811
H 2.822 1.417 0.178
H 2.612 2.799 2.024
H 2.084 4.203 1.110
H 0.364 1.689 1.480
H 0.320 3.092 2.553
H -0.131 4.501 0.424
H -0.638 3.001 -0.330
H -1.983 4.581 1.799
H -1.889 2.876 2.157
H -3.997 3.452 1.073
H -3.190 4.052 -0.347
H -2.081 1.549 -0.325
H -3.603 1.908 -1.124
H -5.343 0.986 1.239
H -6.467 -0.581 -0.813
H -4.659 -0.408 -4.006
H -5.004 -4.035 -3.770
H -3.806 -0.442 3.616
H -2.196 1.107 3.291
C -6.498 -6.282 -1.407
Cl -5.480 -7.429 -2.284
Cl -8.135 -6.906 -1.145
H -6.043 -6.098 -0.442
H -6.565 -5.368 -1.984
C 1.057 -0.561 -2.444
Cl -0.193 -0.072 -1.294
Cl 2.548 -1.050 -1.627
H 0.678 -1.390 -3.030
H 1.318 0.302 -3.042
C -1.661 -6.521 -1.256
Cl -0.386 -5.931 -2.333
Cl -2.775 -5.242 -0.773
H -2.225 -7.282 -1.783
H -1.195 -6.925 -0.366
C -9.504 -10.422 -1.652
Cl -11.267 -10.234 -1.614
Cl -8.968 -11.879 -0.814
H -9.194 -10.486 -2.688
H -9.067 -9.559 -1.166
C 5.112 -1.400 2.555
Cl 4.232 -1.200 1.038
Cl 4.198 -0.811 3.951
H 5.317 -2.453 2.700
H 6.030 -0.830 2.500
C -3.173 6.327 4.641
Cl -2.451 4.925 5.436
Cl -2.293 6.791 3.179
H -4.188 6.074 4.360
H -3.153 7.159 5.335
C -2.828 6.478 9.349
Cl -1.227 6.480 8.607
Cl -4.099 7.007 8.233
H -3.057 5.469 9.668
H -2.817 7.163 10.187
C 0.109 3.685 -3.213
Cl 0.885 2.484 -4.253
Cl -1.588 3.279 -2.925
H 0.625 3.692 -2.259
H 0.164 4.650 -3.700
C -12.351 -8.206 -4.573
Cl -14.070 -7.793 -4.594
Cl -11.902 -9.302 -5.887
H -11.781 -7.292 -4.685
H -12.128 -8.701 -3.636
C 7.186 -0.973 6.445
Cl 7.914 -2.236 7.444
Cl 7.772 -1.014 4.778
H 6.114 -1.124 6.424
H 7.442 -0.010 6.870
C 4.269 4.653 -5.442
Cl 3.081 5.232 -4.265
Cl 5.670 3.905 -4.674
H 3.785 3.912 -6.067
H 4.606 5.502 -6.023
C -7.184 -0.948 4.510
Cl -8.304 0.236 3.829
Cl -5.747 -0.185 5.210
H -7.691 -1.496 5.294
H -6.861 -1.609 3.714
C 8.461 -0.004 -5.516
Cl 6.743 0.337 -5.276
Cl 9.001 -1.415 -4.600
H 8.624 -0.199 -6.569
H 9.029 0.856 -5.182
C -6.490 5.492 -0.665
Cl -5.432 6.523 0.305
Cl -6.587 3.848 -0.018
H -7.486 5.917 -0.663
H -6.088 5.438 -1.669
```

Computed properties:
**M**: 1686.3 g mol⁻¹
**Frontier orbital gap**: 8.12 eV

---

The lowest M belongs to which entry?
C11H23N4O3S

---

Copy entry 1 word for word.
Computed, not measured: a molecular structure, C43H36ClN5O6PSV, with wB97M-V/def2-TZVPD.

```
94
C43H36ClN5O6PSV | the OMol25 dataset | wB97M-V/def2-TZVPD
V -0.184 -0.736 0.396
C -3.946 -2.655 1.228
C -2.540 -2.558 0.707
O -2.047 -1.409 0.688
C -1.842 -3.718 0.228
C -2.502 -4.969 0.191
C -1.899 -6.077 -0.335
C -0.591 -5.962 -0.844
C 0.082 -4.772 -0.824
C -0.521 -3.611 -0.287
O 0.149 -2.504 -0.286
H -4.260 -1.674 1.571
H -4.006 -3.374 2.045
H -4.622 -2.992 0.439
H -3.510 -5.050 0.576
H -2.414 -7.027 -0.363
H -0.107 -6.836 -1.262
H 1.090 -4.677 -1.205
N -3.311 1.157 -0.581
C -3.121 1.438 -1.927
C -4.065 2.253 -2.569
C -4.010 2.480 -3.926
C -3.018 1.883 -4.701
C -2.074 1.096 -4.075
C -2.080 0.893 -2.692
P -0.774 -0.169 -1.996
C 0.813 0.429 -2.661
C 0.975 1.728 -3.138
C 2.231 2.183 -3.514
C 3.336 1.351 -3.405
C 3.187 0.069 -2.894
C 1.936 -0.386 -2.508
C -1.176 -1.718 -2.892
C -0.303 -2.404 -3.725
C -0.694 -3.598 -4.320
C -1.956 -4.118 -4.085
C -2.839 -3.430 -3.262
C -2.453 -2.237 -2.674
H -3.698 1.932 -0.062
H -2.511 0.790 -0.089
H -4.857 2.695 -1.975
H -4.754 3.116 -4.390
H -2.984 2.030 -5.772
H -1.302 0.624 -4.672
H 0.126 2.396 -3.190
H 2.342 3.194 -3.885
H 4.315 1.706 -3.700
H 4.048 -0.574 -2.771
H 1.842 -1.365 -2.053
H 0.687 -2.014 -3.921
H -0.002 -4.120 -4.969
H -2.256 -5.051 -4.545
H -3.832 -3.822 -3.080
H -3.158 -1.698 -2.047
N 3.956 5.852 2.074
C 2.863 5.054 1.805
C 1.799 4.980 2.712
C 0.693 4.204 2.433
C 0.633 3.487 1.243
C 1.672 3.569 0.323
C 2.782 4.342 0.603
S -0.788 2.557 0.823
O -1.931 3.186 1.428
O -0.752 2.402 -0.611
N -0.649 1.028 1.382
C -0.489 0.672 2.684
N -0.517 1.521 3.706
C -0.380 0.979 4.913
C -0.236 -0.383 5.126
C -0.175 -1.178 3.994
N -0.280 -0.667 2.778
H 4.107 6.130 3.027
H 4.795 5.685 1.548
H 1.847 5.542 3.638
H -0.131 4.148 3.130
H 1.608 3.015 -0.606
H 3.593 4.402 -0.114
H -0.388 1.671 5.748
H -0.142 -0.797 6.118
H -0.008 -2.248 4.057
Cl 4.412 1.897 6.236
C 3.868 1.071 4.800
C 3.520 1.814 3.687
C 3.060 1.153 2.556
C 2.972 -0.230 2.537
C 3.349 -0.959 3.662
C 3.790 -0.313 4.804
C 2.457 -0.982 1.344
O 2.738 -2.152 1.191
O 1.690 -0.293 0.515
H 3.595 2.892 3.707
H 2.761 1.717 1.685
H 3.294 -2.039 3.626
H 4.073 -0.868 5.688
```

Computed properties:
**Multiplicity**: 3
**M**: 868.2 g mol⁻¹
**Frontier orbital gap (spin up / spin down)**: 7.74 / 7.46 eV